Molecular formula: C20H27F2N3O3
Method: DFT, ωB97M-V with the def2-TZVPD basis set

* ΔE to the lowest compared entry with this formula, charge and spin: 15.8 kJ/mol
* largest force on an atom: 0.58 eV/Å
* structure (SMILES): Cc1ccc(CNC(=O)[C@@H]2CCC(=O)N(CCN3CCOCC3)C2)c(F)c1F
* HOMO energy: -0.3090 Eh
* frontier orbital gap: 9.087 eV

```
! wB97M-V def2-TZVPD RIJCOSX def2/J DEFGRID3
* xyz 0 1
C -1.82692 0.92189 -2.34113
N 1.29785 -1.17053 1.20482
C -0.05586 -0.65911 -2.80618
H -3.01822 3.21101 2.70005
C -0.37660 0.22952 2.37477
H 0.23485 0.75579 3.11448
H -2.80317 -0.68882 1.94468
C -1.38553 2.30316 1.61993
H 4.09338 -3.60436 1.01887
H 3.01022 0.78747 -2.50307
H -0.63885 2.83191 2.21624
H -2.60231 4.04583 1.17323
C -3.91518 1.10512 1.50655
C 1.96741 -3.43157 0.74515
O -3.71347 2.38491 0.94767
H -4.24779 1.20701 2.54965
N 2.72386 -0.96753 -1.47538
C 3.40881 -3.00169 0.41911
H -3.89377 0.37198 -2.30978
H -3.55136 1.91501 -3.09564
H -1.03623 2.24527 0.57625
H 2.71097 -1.65573 2.67988
C -2.63249 0.27546 1.46353
C 0.91916 0.28712 -2.51253
C 0.44590 -0.01154 1.08949
O 4.06246 0.52389 -0.44836
C 2.61895 -1.04973 1.77075
H -4.70192 0.63175 0.91717
H 1.66015 -4.27301 0.12373
H 1.24329 2.30071 -1.89479
N -1.59510 0.98566 2.19420
H 2.79806 -0.00577 2.03108
F -2.31649 -1.28704 -3.03365
C 0.95293 -2.31747 0.57234
H 2.19845 -1.82527 -1.41145
O -0.08289 -2.44184 -0.05305
H -2.36087 0.09892 0.41121
C -2.70730 3.07169 1.65442
H -3.49588 1.80266 -1.33839
H 4.65120 -1.36242 1.12548
C 0.50035 1.55358 -2.12892
H -1.15328 2.85965 -1.77218
H 2.58133 -0.61824 -3.52133
H 1.90816 -3.75135 1.78858
C 3.50854 -0.55754 -0.46081
C -1.40581 -0.34819 -2.72216
C 3.64651 -1.51914 0.72434
H -0.23912 -0.21398 0.26215
C -0.84468 1.86358 -2.05259
C -3.28013 1.26749 -2.26205
F 0.32576 -1.88817 -3.20124
H -0.65535 -0.74251 2.79024
H 1.05396 0.86263 0.84187
C 2.37457 -0.09660 -2.58070
H 3.63945 -3.21153 -0.62652
*
```